Record 1
C5H13BClNO2 | ωB97M-V with the def2-TZVPD basis set

Output
Total charge: 0
E_LUMO, eV: 0.0
Relative energy (zero: lowest compared OMol25 entry of this formula, charge and spin), kJ/mol: 0.0
Structure (SMILES): [H]/N=C\B(O)O.C/C=C/C.Cl
2S+1: 1
Frontier orbital gap, eV: 9.082

Structure (XYZ):
```
23
C5H13BClNO2 | the Open Molecules 2025 dataset | ωB97M-V with the def2-TZVPD basis set
B -0.83159 -1.73561 0.00223
C 2.09645 0.05360 0.92924
C -0.43646 2.31690 -0.97355
C 0.94176 0.93147 0.57373
C -0.24994 -1.27072 -1.40331
C 0.69144 1.39727 -0.63982
N 0.80481 -1.69178 -1.95405
O -1.96459 -1.15271 0.49096
O -0.19336 -2.73655 0.64520
Cl -2.74877 1.37529 2.00328
H 2.72945 -0.12209 0.06293
H 1.74377 -0.90796 1.30255
H 2.69296 0.51590 1.71668
H -0.04732 3.24119 -1.40094
H -1.09396 1.86594 -1.71578
H -1.01907 2.55845 -0.08864
H -2.35509 0.51580 1.11650
H 0.28834 1.19770 1.39553
H -0.82890 -0.56431 -1.99367
H 1.34541 1.14100 -1.46280
H 1.32229 -2.36158 -1.38308
H -2.30977 -1.52962 1.30624
H -0.57785 -3.03758 1.47058
```

Record 2
C44H36F9KN5O3PS6Sb | ωB97M-V with the def2-TZVPD basis set

Output
Total charge: -2
E_LUMO (alpha / beta), eV: 3.6 / 3.6
Relative energy (zero: lowest compared OMol25 entry of this formula, charge and spin), kJ/mol: 61.3
2S+1: 2
Frontier orbital gap (alpha / beta), eV: 5.117 / 5.968

Structure (XYZ):
```
106
C44H36F9KN5O3PS6Sb | the Open Molecules 2025 dataset | ωB97M-V with the def2-TZVPD basis set
K 1.73027 0.20555 -1.83584
C 4.13936 -4.70115 0.27891
C 4.20465 -3.32425 -0.38529
C 5.53580 -3.14288 -1.10290
C 3.89313 -2.22652 0.61070
C 4.79286 -1.22839 0.96275
C 4.43571 -0.21238 1.84219
C 3.16407 -0.15431 2.39281
C 2.75845 0.95337 3.32817
C 2.25914 -1.15385 2.04139
C 2.61805 -2.17152 1.17609
H 4.29934 -5.48829 -0.46144
H 3.16807 -4.87250 0.74323
H 4.90657 -4.79282 1.05479
H 3.41514 -3.28768 -1.14454
H 6.38143 -3.21754 -0.41081
H 5.58844 -2.17487 -1.60446
H 5.65383 -3.91995 -1.86055
H 5.77918 -1.20590 0.51849
H 5.15195 0.57074 2.06883
H 3.50677 1.74688 3.34760
H 2.63096 0.58639 4.35016
H 1.80582 1.39536 3.02654
H 1.24102 -1.12179 2.41829
H 1.86129 -2.89054 0.88767
N -0.07275 2.86215 0.50050
C -0.65706 2.90130 -0.75618
N -0.43099 2.03676 -1.68751
C -1.10909 2.35454 -2.84327
C -1.90300 3.45472 -2.75649
S -1.79070 4.14201 -1.18000
C -0.90893 1.54764 -4.05497
C -1.59040 1.74198 -5.21284
S -1.06826 0.59985 -6.39125
C 0.04072 -0.06394 -5.22402
N 0.01616 0.52712 -4.06521
N 0.86867 -1.09273 -5.55055
H 0.66885 2.17080 0.50811
H 0.30323 3.76384 0.76470
H -2.50062 3.90875 -3.52741
H -2.35376 2.46891 -5.42901
H 0.51166 -1.68416 -6.28558
H 1.16053 -1.67548 -4.75255
S -2.06567 -2.54839 -4.00793
Sb -0.51942 -3.09861 -2.39448
S 1.65959 -3.31965 -3.22913
S -0.36186 -1.63480 -0.60754
F -6.94176 3.30100 4.81149
C -5.64390 3.64233 4.69144
F -5.17010 3.77179 5.95345
F -5.61592 4.88003 4.15786
C -4.85425 2.65382 3.89240
C -3.63289 3.03577 3.35873
C -2.87120 2.11112 2.65697
C -3.31726 0.80267 2.48174
C -4.55235 0.44171 3.01967
C -5.31817 1.35402 3.72449
P -2.22579 -0.30825 1.47314
C -2.19919 -1.78054 2.56235
C -2.06685 -3.06760 2.03171
C -1.86355 -4.15354 2.86416
C -1.78068 -3.97314 4.24021
C -1.90503 -2.70446 4.78358
C -2.11428 -1.61959 3.94550
C -1.56072 -5.16668 5.11242
F -0.45686 -5.86002 4.77163
F -1.42963 -4.84849 6.41659
F -2.58690 -6.04863 5.04117
C -3.44685 -0.74381 0.17588
C -3.32902 -0.03713 -1.01756
C -4.18794 -0.28342 -2.07639
C -5.17788 -1.24241 -1.93987
C -5.29976 -1.96574 -0.76098
C -4.43514 -1.71853 0.29133
C -6.12362 -1.54568 -3.05858
F -7.42138 -1.41595 -2.65871
F -5.97531 -0.73054 -4.11359
F -6.01245 -2.80544 -3.51093
H -3.27892 4.05164 3.48052
H -1.92127 2.40520 2.22313
H -4.92219 -0.56723 2.88389
H -6.27585 1.06244 4.13464
H -2.09425 -3.20419 0.95895
H -1.75740 -5.14361 2.43821
H -1.83775 -2.55905 5.85298
H -2.20851 -0.63320 4.38330
H -2.51819 0.67054 -1.14307
H -4.05481 0.24011 -3.01211
H -6.06337 -2.72864 -0.67071
H -4.52858 -2.29832 1.20166
O 4.34896 0.90273 -1.32225
C 4.00783 2.03601 -1.64429
N 2.76232 2.55075 -1.49974
S 2.60087 3.96563 -2.23269
O 1.92665 3.86283 -3.50390
O 2.10040 4.97263 -1.32230
C 4.33151 4.21998 -2.55862
C 4.99961 5.31025 -3.07766
C 6.37503 5.19379 -3.24487
C 7.03653 4.01379 -2.91058
C 6.34035 2.92565 -2.39943
C 4.97342 3.04882 -2.22412
H 4.47016 6.21612 -3.34212
H 6.94070 6.02933 -3.63909
H 8.10878 3.94874 -3.05048
H 6.83637 1.99894 -2.14071
```

Record 3
C30H59BrF5NO12P3 | ωB97M-V with the def2-TZVPD basis set

Output
Total charge: +1
E_LUMO, eV: -5.3
2S+1: 1
Frontier orbital gap, eV: 6.052

Structure (XYZ):
```
111
C30H59BrF5NO12P3 | the Open Molecules 2025 dataset | ωB97M-V with the def2-TZVPD basis set
C 2.68710 0.03894 3.63197
C 2.88878 1.03777 2.36916
C 1.42018 1.26396 1.72641
C 1.33707 0.99815 0.13629
C 2.00845 -0.38478 -0.35970
C 1.01494 -1.06877 -1.45178
C 0.17078 -2.22891 -0.67214
C -1.37771 -1.72560 -0.65242
C -2.01949 -2.23753 0.74908
C -3.37281 -3.06267 0.39562
C -4.31235 -3.13772 1.70124
C -4.84896 -1.69195 2.18347
C -5.68595 -0.97131 0.97807
C -4.82321 0.25050 0.38563
C -5.27397 1.69386 0.94577
C -5.79530 1.68943 2.43594
C -6.24320 3.03651 3.09948
Br -6.90439 3.13613 4.95133
C -6.12371 4.32564 2.22356
C -5.59839 4.20943 0.75433
N -5.20868 2.92767 0.14452
C -4.74794 2.87478 -1.28242
F -5.61170 2.05014 -2.08799
F -4.81788 4.17158 -1.90694
C -3.18314 2.43491 -1.41546
F -3.04671 1.21924 -2.16659
F -2.49896 3.42101 -2.20600
F -2.50185 2.39996 -0.17636
H 3.70418 -0.30787 4.05741
H 2.01036 -0.85857 3.35839
H 2.16512 0.60680 4.48192
H 3.19775 2.05583 2.82884
H 3.65519 0.64669 1.60809
H 0.62814 0.59346 2.23379
H 1.08568 2.36183 1.89375
H 0.20580 0.99673 -0.12923
H 1.83756 1.85253 -0.46244
H 3.01935 -0.23868 -0.90420
H 2.23070 -1.05503 0.54299
H 1.59841 -1.50927 -2.34494
H 0.31312 -0.25919 -1.87396
H 0.53561 -2.39547 0.39690
H 0.19403 -3.21271 -1.27061
H -1.48938 -0.58655 -0.68981
H -1.96577 -2.24299 -1.50831
H -2.20492 -1.32635 1.42183
H -1.33536 -2.96030 1.33047
H -3.05399 -4.14025 0.11622
H -3.91849 -2.53909 -0.46926
H -3.75178 -3.65274 2.57639
H -5.20903 -3.83188 1.45473
H -5.53425 -1.89153 3.09568
H -4.01340 -1.00282 2.57030
H -6.71859 -0.64455 1.36291
H -5.89413 -1.79872 0.19643
H -4.77240 0.18971 -0.75374
H -3.73073 0.11366 0.75821
H -5.87454 0.73616 3.05377
H -6.40040 5.34348 2.65634
H -5.53546 5.21152 0.18629
C -2.72244 -2.43388 -7.83842
O -2.78291 -1.43068 -6.83403
P -4.09528 -0.51591 -6.81713
O -5.37068 -1.24879 -6.97939
O -3.81564 0.58565 -7.94850
C -2.52459 1.17312 -8.02323
O -3.95079 0.29541 -5.44442
C -5.10415 0.99415 -5.00218
H -1.68267 -2.74061 -7.96167
H -3.31559 -3.29706 -7.53214
H -3.09143 -2.05257 -8.79474
H -1.90792 0.59659 -8.71835
H -2.03726 1.20826 -7.04602
H -2.62479 2.19061 -8.40364
H -5.91063 0.29020 -4.78547
H -5.43074 1.71061 -5.76042
H -4.85710 1.53311 -4.08923
C 8.74286 3.11598 2.96269
O 8.00763 4.26402 2.56464
P 6.64001 3.99867 1.77786
O 5.78551 2.93365 2.35015
O 7.10774 3.73119 0.26710
C 8.11499 4.56267 -0.29134
O 5.96804 5.44958 1.72181
C 4.60542 5.49816 1.32650
H 9.77207 3.41532 3.16651
H 8.30643 2.69642 3.87065
H 8.74727 2.36066 2.17160
H 9.09329 4.10429 -0.12158
H 8.10126 5.56483 0.14331
H 7.94641 4.64261 -1.36615
H 3.98373 4.97028 2.05268
H 4.47887 5.05266 0.33627
H 4.28950 6.54141 1.28917
C 5.36591 -4.03671 0.69246
O 4.73917 -5.02715 1.49499
P 3.58966 -4.52066 2.48527
O 2.63033 -3.56035 1.89256
O 4.39327 -3.95242 3.75095
C 5.49970 -4.69429 4.24448
O 2.94516 -5.88361 3.02004
C 1.71002 -5.76895 3.71079
H 6.32015 -4.42901 0.33766
H 4.73348 -3.80493 -0.16629
H 5.55347 -3.12667 1.26966
H 6.41392 -4.33951 3.76043
H 5.38331 -5.76541 4.06402
H 5.58287 -4.52516 5.31891
H 0.93888 -5.38205 3.04137
H 1.81594 -5.10893 4.57571
H 1.40899 -6.75908 4.05492
```

Record 4
C18H22F6IrN3O10S2 | ωB97M-V with the def2-TZVPD basis set

Output
Total charge: 0
E_LUMO, eV: -0.3
Relative energy (zero: lowest compared OMol25 entry of this formula, charge and spin), kJ/mol: 41.8
2S+1: 1
Frontier orbital gap, eV: 7.472

Structure (XYZ):
```
62
C18H22F6IrN3O10S2 | the Open Molecules 2025 dataset | ωB97M-V with the def2-TZVPD basis set
Ir -0.10271 -0.24839 0.19182
C 7.34915 0.15033 2.40815
O 6.34204 -0.06423 1.43203
C 5.05779 -0.13624 1.83845
C 4.67067 -0.04165 3.19364
C 3.34200 -0.13729 3.49236
C 2.33411 -0.31261 2.51449
C 0.98129 -0.48221 2.95738
C 0.64476 -0.51299 4.42574
O -0.01087 -0.64822 2.20826
C 2.73947 -0.36250 1.13599
O 1.94254 -0.47245 0.12215
C 4.11626 -0.30199 0.85023
H 8.28748 0.18687 1.86252
H 7.38239 -0.66838 3.13037
H 7.19760 1.09695 2.93091
H 5.39379 0.09941 3.98126
H 3.05338 -0.07101 4.53119
H 1.18349 -1.30671 4.94229
H -0.42538 -0.66973 4.52368
H 0.91016 0.43528 4.89405
H 4.42517 -0.33991 -0.18505
C -1.98356 0.73527 -3.50047
C -1.61799 0.37171 -2.10529
N -0.38580 0.24875 -1.71628
O 0.61961 0.36577 -2.65551
C -2.60645 0.17004 -1.08347
C -4.07278 0.32725 -1.28077
N -2.09817 -0.04349 0.12209
O -2.80425 -0.16858 1.14167
H -1.14998 1.22642 -3.99460
H -2.84939 1.39353 -3.48724
H -2.24371 -0.16095 -4.06789
H 1.26152 0.95790 -2.22026
H -4.38268 -0.02805 -2.26302
H -4.37025 1.37447 -1.18064
H -4.59642 -0.23928 -0.51284
F 2.70701 4.53018 0.43886
C 2.19138 3.44102 0.99295
F 1.79705 3.71996 2.22886
F 3.13246 2.50135 1.04140
S 0.77967 2.82137 -0.02050
O 1.30767 2.42480 -1.29559
O 0.28913 1.68639 0.80242
N -0.09884 4.07968 0.01860
S -1.59988 4.26513 -0.49526
O -2.17954 5.40102 0.13643
O -2.31878 3.03268 -0.58502
C -1.33866 4.76739 -2.25159
F -0.55169 5.83540 -2.33539
F -0.78306 3.76733 -2.94337
F -2.51530 5.05644 -2.80287
C -0.39220 -4.42216 -0.96382
C 0.09721 -3.22462 -0.21603
C 1.26494 -3.36047 0.69842
O -0.47999 -2.15723 -0.43166
H -0.41705 -5.30209 -0.32330
H 0.32094 -4.62338 -1.76860
H -1.36812 -4.22702 -1.39848
H 1.38716 -4.39075 1.02383
H 1.16832 -2.69253 1.55005
H 2.15651 -3.05039 0.14615
```